Record 1
14
Properties=species:S:1:pos:R:3 method="wB97M-V/def2-TZVPD" charge=+1 largest_force_ha_per_bohr=0.1427 e_lumo_ev=-3.41
C 0.5655 0.0665 -1.0740
N -0.4471 -0.6141 -1.2680
N 0.7302 1.0110 0.3412
N -1.2566 -1.7813 0.8501
P 1.9186 2.3375 0.2017
H 1.4477 -0.0329 -1.6810
H -0.9388 -1.0534 -0.1581
H -0.2297 -1.1487 -2.1723
H -0.0926 1.3028 0.7799
H -1.4638 -2.8044 0.6272
H -0.5251 -1.7761 1.6675
H -2.2633 -1.4823 1.0556
H 1.0420 3.2183 -0.5420
H 1.5134 2.7572 1.3723



Record 2
15
Properties=species:S:1:pos:R:3 method="wB97M-V/def2-TZVPD" charge=+2 largest_force_ha_per_bohr=0.0907 e_lumo_ev="-7.81 / -7.79"
C -5.3224 -8.8023 1.1264
N -6.4047 -8.8082 1.7710
N 7.6069 10.0217 -2.1367
N 5.9649 10.3126 -3.2566
N -6.5752 -9.8253 2.6878
N 7.4898 10.6815 -1.1485
H -4.4182 -9.4085 1.4235
H -5.1753 -8.2639 0.1690
H -7.1465 -8.0800 1.5206
H 5.6248 9.4096 -3.6044
H 6.6377 10.6653 -3.8248
H -7.4093 -9.7506 3.2418
H -5.7363 -10.0517 3.2026
H 6.7154 11.3743 -0.9078
H 8.1485 10.5257 -0.2639



Record 3
16
Properties=species:S:1:pos:R:3 method="wB97M-V/def2-TZVPD" largest_force_ha_per_bohr=0.0340 e_lumo_ev=0.72
C 1.7016 -0.0848 -0.5122
N -0.4616 -0.2804 1.4931
N 0.4080 -0.6743 -0.3018
N -0.3658 0.9866 1.6458
H 0.2320 -0.8197 2.0260
H 0.3339 -1.6435 -0.5945
H 0.4906 1.3317 2.0950
H -0.7032 1.4374 0.3916
H 1.7278 0.8871 -0.0075
H 1.8903 0.1039 -1.5760
H 2.4969 -0.7154 -0.1035
N -1.9831 -0.4039 -1.0223
N -0.7665 0.1866 -1.2776
O -0.7593 1.4359 -0.7863
H -2.0136 -1.3259 -1.4388
H -2.2279 -0.4213 -0.0311



Record 4
13
Properties=species:S:1:pos:R:3 method="wB97M-V/def2-TZVPD" largest_force_ha_per_bohr=0.1025 e_lumo_ev=-0.92
C -0.2517 0.4119 -1.8335
N -0.9050 -0.4358 -0.7814
H 0.7884 0.6423 -1.5832
H -0.2738 -0.2135 -2.7249
H -0.7824 1.2996 -2.1741
H -0.6858 0.6111 0.4370
H -1.7119 -0.7857 -1.2812
H -0.1007 -1.0165 0.3200
H 0.2647 -2.1268 1.5361
O 0.4921 -1.2632 1.1684
H 0.7994 0.2141 2.2326
H 1.1468 1.6799 2.0102
O 1.2198 0.9827 2.6741



Record 5
14
Properties=species:S:1:pos:R:3 method="wB97M-V/def2-TZVPD" largest_force_ha_per_bohr=0.0501 smiles="C=N.O.O.O" e_lumo_ev=0.77
C 0.2642 2.2736 0.0485
N -0.5233 1.9142 -0.9146
H -0.0116 1.8497 1.0286
H 1.1401 2.9600 0.1161
H -0.3797 2.3774 -1.8027
H 1.0071 -0.7320 1.4587
H 0.4505 -0.8476 2.6531
O 0.3547 -0.1935 1.9628
H -1.7004 -1.2400 -1.8117
H -1.6141 0.0917 -0.9910
O -1.3009 -0.8784 -1.0457
H 0.3102 -1.9376 -0.5759
H 0.9363 -3.1491 0.3041
O 1.0667 -2.4883 -0.4303



Record 6
14
Properties=species:S:1:pos:R:3 method="wB97M-V/def2-TZVPD" largest_force_ha_per_bohr=0.0261 smiles=NCO.O.O e_lumo_ev=0.62
N -0.4865 -2.5922 0.5310
C -1.8913 -2.5506 0.1989
O -2.4771 -1.2378 0.2175
H -0.0076 -1.8007 0.1081
H -0.3834 -2.4860 1.5284
H -2.3787 -3.2259 0.9123
H -2.1391 -2.8382 -0.8254
H -2.4632 -0.9471 1.1407
H -1.4557 0.7325 -0.9642
H -0.8305 1.2735 -2.2140
O -1.6514 1.2838 -1.7082
H 5.3583 4.4228 -0.0266
H 5.6257 3.4463 1.1584
O 5.7749 4.3317 0.8139



Record 7
14
Properties=species:S:1:pos:R:3 method="wB97M-V/def2-TZVPD" multiplicity=2 charge=+1 largest_force_ha_per_bohr=0.1064 s2=0.76 e_lumo_ev="-5.96 / -10.51"
C -2.5425 -0.2094 -0.6366
N -1.3566 0.1678 -0.3437
H -3.1035 0.3959 -1.3561
H -3.1110 -1.0387 -0.1893
H -0.8228 -0.5223 0.3194
H 1.1668 -1.0815 1.0830
H 0.7164 -1.9585 2.2883
O 0.4518 -1.6050 1.5021
H 1.0329 1.4408 -2.1670
H -0.0134 1.2461 -1.0163
O 0.8193 1.6018 -1.2070
H 1.8039 0.6588 -0.0888
H 2.6187 0.7529 1.2200
O 2.3399 0.1512 0.5919



Record 8
16
Properties=species:S:1:pos:R:3 method="wB97M-V/def2-TZVPD" largest_force_ha_per_bohr=0.0368 smiles="NC(=O)O.O.O.O" e_lumo_ev=0.35
N 0.8929 -0.2885 -0.9334
C 1.6221 -0.5813 0.1493
O 2.2430 0.4984 0.7704
O 1.7163 -1.6793 0.6706
H 0.5101 0.6173 -1.1194
H 0.5475 -1.0852 -1.4409
H 3.0557 0.1164 1.1081
H 0.1608 0.8763 1.4649
H -1.0186 0.7032 2.3854
O -0.5510 1.3594 1.8732
H -2.7164 -1.4434 2.2316
H -1.5882 -1.4413 1.2864
O -2.4650 -1.7821 1.3573
H -1.3512 1.8093 -2.9414
H -0.4077 1.1887 -3.8986
O -0.6502 1.1321 -2.9636



Record 9
14
Properties=species:S:1:pos:R:3 method="wB97M-V/def2-TZVPD" charge=-1 largest_force_ha_per_bohr=0.0472 e_lumo_ev=2.98
C 1.0078 -1.9535 -1.1970
S -0.6621 -0.8707 -0.8812
H 0.9829 -2.9524 -0.7360
H 1.2826 -2.0169 -2.3064
H 1.7910 -1.5376 -0.5330
H -2.4850 -2.8912 5.9272
H -2.2980 -2.0883 4.7741
O -2.1171 -2.0327 5.7286
H -0.9467 5.7167 -3.4818
H -1.2260 4.3928 -2.8366
O -0.7571 4.7726 -3.6051
H 1.0537 0.3623 -0.1702
H 2.3062 0.8386 -0.7019
O 2.0676 0.2603 0.0194



Record 10
14
Properties=species:S:1:pos:R:3 method="wB97M-V/def2-TZVPD" charge=-1 largest_force_ha_per_bohr=0.0196 e_lumo_ev=4.02
C -1.1273 -0.4944 0.7391
O 0.2294 -0.5612 0.7183
H -1.6312 -1.4095 0.3337
H -1.5493 0.3705 0.1724
H -1.6239 -0.4245 1.7367
H -1.2290 1.7845 -1.8730
H -1.3986 3.1633 -1.4051
O -1.3254 2.6804 -2.2313
H 2.4459 1.1640 -0.4155
H 1.0582 0.5923 -0.1570
O 1.5426 1.2484 -0.7319
H 0.4141 -2.1005 1.1768
H 0.0505 -3.1438 2.1968
O 0.7027 -3.0220 1.5045



Record 11
14
Properties=species:S:1:pos:R:3 method="wB97M-V/def2-TZVPD" largest_force_ha_per_bohr=0.0587 e_lumo_ev=-0.12
C 0.2278 0.2128 -0.2763
Si -0.6076 1.9042 0.0201
P 0.9280 3.1719 -0.8730
P 1.4719 -3.4882 1.3847
P -2.2799 2.7975 0.8960
H 1.1512 0.2334 -0.8823
H 0.5523 -0.4398 0.5245
H -0.5138 -0.4367 -0.8058
H 0.6246 4.3927 -0.3824
H 1.7715 3.1431 0.1326
H 0.4942 -2.4468 1.3050
H 2.3252 -2.3648 1.6300
H 1.1754 -3.7784 2.7319
H -2.8296 1.6073 1.5979



Record 12
30
Properties=species:S:1:pos:R:3 method="wB97M-V/def2-TZVPD" multiplicity=3 charge=-3 largest_force_ha_per_bohr=0.1932 s2=2.03 e_lumo_ev="6.85 / 6.85"
O 1.1773 0.1890 -2.1299
V 0.2377 0.0978 -0.8249
B -1.7654 1.2448 -2.4522
F -0.5901 1.9423 -2.2795
F -2.5714 1.7971 -1.4434
F -2.4116 1.4087 -3.6803
F -1.5795 -0.1234 -2.1826
N 1.1205 1.3427 0.4769
S 2.0053 1.2034 1.6995
O 1.2746 1.0816 2.9856
O 3.4033 1.6684 1.6603
F 2.2602 -0.3219 1.3941
S 1.2318 3.0885 0.5659
O 1.9390 3.6967 -0.5389
O 1.2802 3.7401 1.8813
F -0.3713 3.2618 0.1548
N 0.4856 -1.8994 -0.4551
S 1.6129 -2.9270 -0.5098
O 1.6335 -3.7333 -1.7143
O 2.1075 -3.4278 0.7528
F 2.7215 -1.7820 -0.9296
S -0.5756 -3.1091 0.2483
O -0.8544 -2.6233 1.6217
O -0.4949 -4.5569 -0.0001
F -1.8307 -2.6449 -0.4949
O -1.6190 0.2052 0.4436
C -2.2527 0.2517 1.5849
O -3.4389 0.4260 1.4608
O -1.7385 -0.1195 2.6391
H -2.3967 0.6227 0.0660